# 1
C3H11N2PS2 | the ωB97M-V functional and the def2-TZVPD basis

```
19
Properties=species:S:1:pos:R:3:forces:R:3
H 0.164 1.244 2.582 -1.4165 1.2423 -0.6900
C 0.488 -0.398 1.108 -0.2012 2.0476 -0.6955
C 0.573 0.279 2.487 0.5636 -0.8192 0.3028
C -0.938 -0.831 0.759 2.9708 -3.0481 0.6431
H 1.160 -1.249 1.045 0.2211 0.0344 -0.0862
H 1.255 2.037 -1.959 -0.8480 -2.2342 0.7433
N 1.227 0.932 -1.924 0.6095 3.6828 -4.4974
S -1.478 -1.026 -3.441 0.0863 0.7217 0.1930
P -1.461 -0.089 -1.750 -0.3546 -1.0449 -2.0480
S -1.973 1.607 -1.180 -0.3716 1.2084 0.2528
H 0.803 0.894 -3.084 2.1977 -0.4586 4.1188
H -1.565 -0.132 1.098 -2.7038 2.7044 1.0345
H 2.305 0.909 -1.929 -1.8378 -1.0181 -0.6183
H -1.073 -1.737 1.357 -0.5585 -0.0368 -0.0488
N -1.197 -1.166 -0.609 0.3349 0.2766 1.1452
H 0.781 0.405 0.365 -0.0271 -1.1701 0.6304
H -0.787 -2.006 -0.928 0.2838 -1.0097 -0.4337
H 0.119 -0.264 3.334 0.6001 -0.2257 -0.3510
H 1.599 0.592 2.668 0.4515 -0.8526 0.4051
```
Forces are in eV/Å.

=====

# 2
C3H11N2S | the ωB97M-V functional and the def2-TZVPD basis

```
17
Properties=species:S:1:pos:R:3:forces:R:3
C 1.178 0.229 0.757 0.9042 -0.5918 -3.6458
H -2.260 1.542 0.518 -0.4743 0.8912 -0.3731
H 1.137 -0.173 1.665 -0.4363 -2.2759 3.5950
H -0.940 0.410 -1.795 -2.6990 -0.8106 -1.1110
C 0.238 -0.297 -0.277 0.0814 1.3396 0.4227
H -1.923 0.617 1.750 0.1715 0.0793 0.9425
N -0.226 -1.520 -0.193 1.1055 3.1793 -1.1163
H 1.269 1.243 0.947 -0.6143 2.1187 -0.4507
H 3.196 -1.042 0.973 -0.0120 -0.1293 -0.0288
H 0.646 0.262 -2.247 2.4089 -1.4204 -2.8336
H -0.004 -1.893 0.686 -0.3198 -1.9889 0.8005
H 0.094 1.617 -1.477 0.5098 -0.2212 1.0653
H -2.640 -0.058 0.503 0.7189 0.8914 -0.0053
N -1.906 0.644 0.753 -0.5518 -1.5764 -0.3722
S 2.792 -0.260 -0.034 0.1250 0.1532 0.1427
H -0.679 -1.845 -1.026 -0.3785 -1.1195 0.3507
C 0.030 0.525 -1.502 -0.5392 1.4816 2.6173
```
Forces are in eV/Å.

- Charge: +1

=====

# 3
C3H11N3 | the ωB97M-V functional and the def2-TZVPD basis

```
17
Properties=species:S:1:pos:R:3:forces:R:3
H 1.520 1.540 -2.966 0.3713 0.2887 0.0708
C -0.358 0.157 3.037 0.0267 -0.8215 0.5461
N 1.139 0.666 -2.662 -0.4185 0.2276 0.0019
H 0.079 1.129 -5.357 0.6039 -0.3091 -0.0466
C 0.089 0.178 -3.415 -0.3376 -0.1854 0.4801
H -0.590 -0.383 -2.781 0.2963 -0.8349 -0.3058
H -0.865 -0.455 -5.105 -0.5518 0.4715 -0.0630
H -1.259 -0.280 4.918 -0.1110 0.2935 -0.4279
N -0.849 -0.748 4.109 0.1879 0.0757 0.0998
H 1.090 -1.108 2.410 0.4461 -0.0064 0.1504
N 0.311 -0.613 2.012 -0.0400 0.2379 -0.3789
H -0.271 -1.341 1.622 -0.4343 0.0532 0.0272
H -1.199 0.702 2.613 0.0707 0.0595 0.0250
C -0.231 0.324 -4.703 -0.0805 -0.0035 0.1176
H -0.010 -1.167 4.496 -0.0360 -0.3161 0.0427
H 1.010 0.565 -1.663 0.1153 0.3364 -0.2130
H 0.396 0.834 3.436 -0.1084 0.4330 -0.1264
```
Forces are in eV/Å.

- SMILES: C=CN.NCN

=====

Number 1: E -1368.13728 Eh, orbital gap 9.34 eV. Number 2: E -628.31848 Eh, orbital gap 9.54 eV. Number 3: E -285.11855 Eh, orbital gap 8.96 eV.